Formula: C27H30F9HfO6
Source: the OMol25 dataset
Level of theory: ωB97M-V with the def2-TZVPD basis set

Structure (ORCA input):
```
! wB97M-V def2-TZVPD RIJCOSX def2/J DEFGRID3
* xyz -1 1
C -0.4919 0.5641 -6.0625
C -0.8017 1.6405 -5.0066
C 0.8571 -0.1316 -5.6272
C 1.4133 0.7278 -4.4615
H 1.5086 -0.1515 -6.5044
H 0.6357 -1.1589 -5.3017
C 0.1203 1.3208 -3.8350
H -1.8556 1.5837 -4.7042
H -0.5568 2.6444 -5.4023
C -0.5249 0.2163 -2.9828
H 0.3232 2.2066 -3.2117
H 2.0126 1.5570 -4.8810
C 2.1882 0.0825 -3.3809
C -1.5864 -0.4819 -6.2272
C -0.4987 1.0451 -7.5220
O 0.4172 0.7757 -8.2770
O -2.5350 -0.6421 -5.4678
O -1.4414 -1.1748 -7.3722
O -1.5686 1.7400 -7.9888
C -2.7341 2.1556 -7.2153
H -2.4605 2.8732 -6.4261
H -3.2740 1.2903 -6.7910
H -3.3601 2.6557 -7.9647
C -2.4903 -2.1171 -7.6626
H -2.7105 -2.7520 -6.7965
H -2.1164 -2.7043 -8.5037
H -3.4044 -1.5793 -7.9577
O 0.0887 0.1658 -1.7066
H -0.4291 -0.7684 -3.4773
H -1.6208 0.3689 -2.8838
C 2.9456 0.9378 -2.4463
C 2.3337 -1.3648 -3.2600
H 2.0929 -1.9231 -4.1728
H 1.6869 -1.7411 -2.4469
H 3.3732 -1.5883 -2.9743
H 2.9452 0.5110 -1.4248
H 2.5603 1.9644 -2.3870
H 4.0028 0.9991 -2.7659
Hf -0.5003 -0.0076 0.1843
C -0.3669 2.1640 1.1098
C -0.3268 2.5505 -0.2640
C -1.6038 2.2954 -0.8293
H 0.5289 3.0404 -0.7420
C -2.4222 1.6814 0.1570
C -1.6768 1.6159 1.3764
H -2.0684 1.4056 2.3640
H 0.3683 2.4517 1.8363
H -1.9290 2.6178 -1.8211
H -3.4812 1.4508 0.0439
C -0.6346 -2.5826 0.1688
C -1.3102 -2.1391 1.3342
C -2.3738 -1.2714 0.9487
H -1.1310 -2.5158 2.3318
C -2.4189 -1.2596 -0.4867
C -1.3285 -2.0565 -0.9634
H -1.1408 -2.3544 -1.9945
H 0.2307 -3.2349 0.1484
H -3.1178 -0.8633 1.6261
H -3.2332 -0.8716 -1.1003
F 1.8425 -2.5316 2.4797
C 2.2736 -1.3882 3.0679
F 2.7155 -1.6948 4.3145
F 3.3138 -0.9226 2.3387
C 1.1374 -0.3402 3.0745
O 0.6202 -0.2519 1.7671
C 0.0572 -0.7514 4.1181
F 0.3741 -0.3581 5.3759
F -1.1359 -0.1717 3.7858
F -0.1479 -2.0999 4.1526
C 1.7057 1.0288 3.5379
F 2.4991 0.9416 4.6305
F 2.4106 1.6109 2.5381
F 0.6778 1.8759 3.8500
*
```

Energy above the lowest of the compared OMol25 structures with the same formula, charge and spin (kcal per mole): 0.0
HOMO-LUMO gap (spin up / spin down) (eV): 2.804 / 2.814
E_HOMO (spin up / spin down) (eV): -0.3 / -0.4

Formula: C27H30FN2NiO8PSi
Source: the OMol25 dataset
Level of theory: ωB97M-V with the def2-TZVPD basis set

Structure (ORCA input):
```
! wB97M-V def2-TZVPD RIJCOSX def2/J DEFGRID3
* xyz 0 1
Ni 1.2892 -0.0159 0.3036
O 1.3588 1.7043 1.3206
H 1.2825 1.2900 2.1981
H 0.5942 2.2898 1.2144
C 3.5901 -1.7245 -3.0125
O 2.8649 -0.9086 -2.0774
P 1.9522 -1.5840 -0.9484
O 1.0446 -2.5505 -1.8084
C 0.3265 -3.6653 -1.2427
O 2.9344 -2.6651 -0.2903
C 3.7522 -2.3499 0.8416
H 4.3425 -1.0867 -3.4670
H 2.9140 -2.1047 -3.7782
H 4.0720 -2.5612 -2.5104
H -0.0378 -4.2450 -2.0849
H -0.5072 -3.3064 -0.6449
H 0.9945 -4.2620 -0.6243
H 4.7658 -2.1436 0.5014
H 3.7394 -3.2142 1.4986
H 3.3589 -1.4906 1.3868
C -0.2004 1.9115 -5.7850
C -1.0788 2.4920 -4.8796
C -1.0373 2.1255 -3.5421
C -0.1213 1.1776 -3.0707
C 0.7453 0.6020 -4.0006
C 0.7111 0.9629 -5.3412
Si -0.2417 0.6553 -1.2637
C -0.9715 2.1742 -0.3675
C -0.3479 3.4188 -0.5521
C -0.7642 4.5509 0.1346
C -1.8269 4.4686 1.0274
C -2.4678 3.2516 1.2147
C -2.0444 2.1188 0.5267
C -1.4738 -0.7606 -1.1112
C -2.0484 -1.3779 -2.2233
C -2.9606 -2.4151 -2.0751
C -3.3268 -2.8455 -0.8054
C -2.7653 -2.2444 0.3144
C -1.8394 -1.2224 0.1579
H -0.2281 2.1957 -6.8295
H -1.7973 3.2297 -5.2156
H -1.7348 2.5890 -2.8519
H 1.4636 -0.1319 -3.6690
H 1.3985 0.5038 -6.0424
H 0.4875 3.4984 -1.2440
H -0.2591 5.4958 -0.0222
H -2.1535 5.3463 1.5707
H -3.3129 3.1891 1.8915
H -2.5629 1.1834 0.6942
H -1.7826 -1.0437 -3.2215
H -3.3941 -2.8810 -2.9518
H -4.0455 -3.6480 -0.6912
H -3.0421 -2.5657 1.3114
H -1.4085 -0.7782 1.0519
F 1.9741 1.8855 6.1202
C 0.9613 1.3453 5.4315
C 0.9231 0.0384 5.1652
N -0.1231 -0.5545 4.4917
C 0.0631 -1.8812 3.9125
C 0.7920 -1.8283 2.5569
O 0.9091 -2.8643 1.9257
O 1.1633 -0.6470 2.2072
C -1.1330 0.2124 3.9458
O -2.0026 -0.2419 3.2315
N -1.0864 1.5515 4.2787
C -0.0934 2.2412 4.9735
O -0.1418 3.4365 5.1384
H 1.7235 -0.6153 5.4840
H -0.9152 -2.3188 3.7394
H 0.6044 -2.5144 4.6112
H -1.8183 2.1221 3.8723
*
```

Energy above the lowest of the compared OMol25 structures with the same formula, charge and spin (kcal per mole): 2.1
HOMO-LUMO gap (spin up / spin down) (eV): 8.344 / 8.341
E_HOMO (spin up / spin down) (eV): -8.3 / -8.3

Formula: C27H30HfN6O
Source: the OMol25 dataset
Level of theory: ωB97M-V with the def2-TZVPD basis set

Structure (ORCA input):
```
! wB97M-V def2-TZVPD RIJCOSX def2/J DEFGRID3
* xyz 4 1
Hf 0.1425 0.3160 -0.1314
C -0.2234 -0.4991 -3.3700
C 0.9368 0.4719 -3.4684
C 2.0372 -0.0858 -2.5968
C 2.9267 -1.0732 -2.9960
C 4.0575 -1.3473 -2.2117
C 4.3230 -0.5437 -1.0813
C 3.3555 0.3462 -0.7144
N 2.1042 0.4378 -1.3297
N -1.0853 -0.3463 -2.0755
C -2.3030 0.5066 -2.3098
C -2.3487 1.7137 -1.4674
C -3.4559 2.4913 -1.6897
C -3.6185 3.7102 -0.9438
C -2.6716 3.9196 0.0373
C -1.6560 3.0346 0.2876
N -1.3410 2.0104 -0.5748
C -1.6604 -1.6958 -1.5923
C -0.7450 -2.5017 -0.7773
C -1.1141 -3.7178 -0.2348
C -0.1689 -4.5012 0.3834
C 1.0415 -3.9453 0.7582
C 1.2809 -2.6058 0.3783
N 0.3897 -1.8473 -0.3109
H 0.1526 -1.5680 -3.4424
H -0.8832 -0.4600 -4.2147
H 0.5671 1.4403 -3.1206
H 1.2915 0.5347 -4.5029
H 2.6581 -1.7398 -3.8597
H 4.6848 -2.2178 -2.4407
H 5.2715 -0.6694 -0.5893
H 3.5586 1.1315 0.0146
H -3.2279 -0.0524 -2.0918
H -2.4046 0.8562 -3.2928
H -4.2852 1.9941 -2.2111
H -4.4858 4.3759 -1.1282
H -2.7830 4.7330 0.7073
H -1.0818 3.0755 1.2120
H -2.0072 -2.3455 -2.4534
H -2.5959 -1.5686 -1.0451
H -2.1583 -4.0396 -0.2907
H -0.3902 -5.5830 0.4774
H 1.8284 -4.5146 1.3262
H 2.2301 -2.1652 0.6303
C -2.7633 -1.3975 2.6865
C -1.4220 -0.8336 2.3945
O -1.2431 -0.1715 1.2868
N -0.4120 -1.0487 3.2609
C 0.9571 -0.4989 3.2023
C 1.0740 0.9774 2.8139
C 1.4599 1.8505 3.8381
C 1.7031 3.1774 3.5494
C 1.7814 3.5901 2.1949
C 1.4634 2.6493 1.2337
N 1.2482 1.3262 1.5109
H -3.1118 -1.7294 1.6744
H -3.4383 -0.5828 3.0100
H -2.7947 -2.1643 3.3995
H -0.5902 -1.5922 4.1312
H 1.6117 -1.1784 2.5715
H 1.3379 -0.5611 4.2214
H 1.5524 1.4244 4.8641
H 1.6856 3.8520 4.3992
H 2.2923 4.5311 1.9343
H 1.4647 2.9147 0.1693
*
```

Energy above the lowest of the compared OMol25 structures with the same formula, charge and spin (kcal per mole): 0.0
HOMO-LUMO gap (eV): 8.299
E_HOMO (eV): -20.9

Formula: C27H30N4O5
Source: the OMol25 dataset
Level of theory: ωB97M-V with the def2-TZVPD basis set

Structure (ORCA input):
```
! wB97M-V def2-TZVPD RIJCOSX def2/J DEFGRID3
* xyz 0 1
C -6.9354 -0.3322 -1.1710
C -6.6420 0.9211 -0.6192
C -5.4227 1.5463 -0.8970
C -4.4878 0.9142 -1.7302
C -3.1503 1.5195 -2.0008
O -2.1903 0.6455 -1.3291
C -0.9332 1.1066 -1.4273
N -0.0343 0.6271 -0.4509
N -0.0638 -0.5499 -0.0255
C 0.7774 -1.4529 -0.7775
O 1.6336 -1.1057 -1.5750
O 0.4861 -2.7203 -0.4269
C 1.5647 -3.6704 -0.7274
C 0.9623 -5.0168 -0.9691
C 0.7736 -5.9281 0.0785
C 0.1955 -7.1747 -0.1800
C -0.2011 -7.5151 -1.4798
C 0.0088 -6.6086 -2.5270
C 0.5865 -5.3634 -2.2702
O -0.5428 1.9500 -2.2224
C -4.7760 -0.3370 -2.2796
C -6.0000 -0.9527 -2.0099
H -7.8870 -0.8212 -0.9536
H -7.3623 1.4188 0.0331
H -5.1687 2.5269 -0.4836
H -2.9168 1.5375 -3.0767
H -3.0652 2.5335 -1.5863
H 2.0951 -3.3083 -1.6154
H 2.2300 -3.6796 0.1489
H 1.0948 -5.6368 1.0813
H 0.0591 -7.8802 0.6409
H -0.6667 -8.4823 -1.6755
H -0.2722 -6.8687 -3.5479
H 0.7672 -4.6400 -3.0685
H -4.0310 -0.8142 -2.9224
H -6.2137 -1.9239 -2.4578
C 0.4196 5.4980 3.0180
C 1.3479 5.3260 1.8297
N 1.3116 3.9934 1.2317
C 0.8369 3.9086 -0.1548
C 1.9083 4.0194 -1.2212
C 1.9069 2.9493 1.9203
C 1.9606 1.6597 1.2910
N 2.7697 0.6785 1.8489
C 2.8527 0.5338 3.2169
C 3.7209 -0.3878 3.7655
C 4.4878 -1.2129 2.9446
C 4.3440 -1.0960 1.5594
C 3.4560 -0.1919 1.0243
O 2.3606 3.1832 3.0662
H 0.4275 6.5472 3.3276
H -0.6040 5.2178 2.7494
H 0.7629 4.8769 3.8497
H 1.0693 6.0209 1.0274
H 2.3784 5.5377 2.1515
H 0.2969 2.9608 -0.2802
H 0.1057 4.7203 -0.2784
H 1.5225 3.5634 -2.1376
H 2.1224 5.0758 -1.4113
H 2.8268 3.5051 -0.9232
H 1.7312 1.5600 0.2347
H 2.2607 1.2203 3.8113
H 3.7849 -0.4320 4.8509
H 5.1766 -1.9427 3.3638
H 4.9188 -1.7034 0.8626
H 3.2644 -0.0536 -0.0380
*
```

Energy above the lowest of the compared OMol25 structures with the same formula, charge and spin (kcal per mole): 201.4
HOMO-LUMO gap (eV): 4.213
E_HOMO (eV): -6.8

Formula: C27H30NOS
Source: the OMol25 dataset
Level of theory: ωB97M-V with the def2-TZVPD basis set

Structure (ORCA input):
```
! wB97M-V def2-TZVPD RIJCOSX def2/J DEFGRID3
* xyz 1 1
C -6.0440 -2.0114 0.7053
N -5.2825 -1.7494 1.9179
C -6.0096 -2.0019 3.1545
C -3.9084 -1.4678 1.8909
C -3.4004 -0.1324 1.8528
C -2.0345 0.1155 1.8227
C -1.0934 -0.9300 1.8034
C 0.3812 -0.6124 1.6919
C 1.2876 -1.7116 1.7918
S 2.9659 -1.4358 1.8515
C 3.4882 -2.3788 3.3294
C 3.5822 -2.5134 0.5101
O 0.7674 0.5628 1.4943
C -1.5964 -2.2369 1.8687
C -2.9582 -2.5139 1.9016
H -5.4219 -1.8477 -0.1858
H -6.4114 -3.0504 0.7077
H -6.9183 -1.3431 0.6650
H -5.3612 -1.8281 4.0234
H -6.8835 -1.3344 3.2159
H -6.3749 -3.0414 3.1755
H -4.1028 0.7020 1.8631
H -1.6696 1.1425 1.8140
H 0.9516 -2.7441 1.7980
H 4.5714 -2.2715 3.4345
H 3.0165 -1.9038 4.1945
H 3.1902 -3.4321 3.2248
H 4.6691 -2.3996 0.4574
H 3.3001 -3.5566 0.7136
H 3.1561 -2.1446 -0.4287
H -0.9092 -3.0731 1.8994
H -3.3031 -3.5465 1.9391
C 1.2520 0.3697 -2.0297
C -0.1363 0.1489 -2.3236
C -0.6793 -1.1661 -2.4028
C -2.0205 -1.3798 -2.7208
C -2.8720 -0.2867 -2.9526
C -2.3697 1.0175 -2.8651
C -1.0350 1.2357 -2.5334
C 1.8827 1.6105 -2.1161
C 3.2208 1.8467 -1.8066
C 3.8400 3.1437 -1.7792
C 5.2414 3.2897 -1.5488
C 5.8415 4.5435 -1.4939
C 5.0698 5.7066 -1.6678
C 3.6905 5.5933 -1.8995
C 3.0834 4.3423 -1.9444
H 1.8570 -0.4993 -1.7459
H -0.0126 -2.0092 -2.2250
H -2.4067 -2.3984 -2.7977
H -3.9209 -0.4509 -3.2129
H -3.0162 1.8794 -3.0587
H -0.6641 2.2547 -2.4208
H 1.2913 2.4611 -2.4847
H 3.8437 0.9773 -1.5601
H 5.8368 2.3846 -1.4178
H 6.9178 4.6283 -1.3185
H 5.5363 6.6911 -1.6216
H 3.0788 6.4888 -2.0492
H 2.0052 4.2675 -2.1011
*
```

Energy above the lowest of the compared OMol25 structures with the same formula, charge and spin (kcal per mole): 33.5
HOMO-LUMO gap (eV): 4.223
E_HOMO (eV): -9.7

Formula: C27H31CdCl3GeN5S
Source: the OMol25 dataset
Level of theory: ωB97M-V with the def2-TZVPD basis set

Structure (ORCA input):
```
! wB97M-V def2-TZVPD RIJCOSX def2/J DEFGRID3
* xyz 2 2
Cd 0.1816 0.3445 0.5427
C -0.0037 0.1540 -4.4825
C 0.1961 -0.8215 -3.3305
C -0.8039 -1.6914 -2.8835
C -2.1914 -1.7166 -3.5197
C -0.5024 -2.6141 -1.8660
C -1.5047 -3.6678 -1.4247
C 0.7912 -2.6769 -1.3283
C 1.1165 -3.7060 -0.2607
C 1.8146 -1.8882 -1.8625
C 3.2568 -2.2870 -1.5841
C 1.4925 -0.8960 -2.7875
C 2.5383 0.0789 -3.3155
H 0.1590 1.1934 -4.1781
H -0.9845 0.0911 -4.9453
H 0.7224 -0.0451 -5.2762
H -2.3020 -2.5846 -4.1744
H -2.4061 -0.8429 -4.1285
H -2.9859 -1.7872 -2.7741
H -1.6833 -3.6429 -0.3490
H -1.1165 -4.6661 -1.6480
H -2.4649 -3.5842 -1.9273
H 1.3258 -4.6881 -0.7043
H 0.2857 -3.8470 0.4305
H 1.9920 -3.4278 0.3250
H 3.5051 -2.3334 -0.5249
H 3.9871 -1.6477 -2.0675
H 3.4173 -3.2936 -1.9760
H 2.8358 -0.1468 -4.3445
H 3.4533 0.0742 -2.7242
H 2.1529 1.1031 -3.3248
N -0.5605 4.3939 1.6558
C 0.0931 4.1877 2.8745
C 0.2728 5.0085 3.9859
C 0.9793 4.4657 5.0362
C 1.4974 3.1576 4.9757
C 1.3108 2.3583 3.8687
C 0.5829 2.8926 2.8074
N 0.2233 2.3439 1.5668
C -0.4493 3.2725 0.9285
C -1.0498 3.0269 -0.3880
C -1.6977 3.9012 -1.1822
S -2.2868 3.1046 -2.5660
C -1.6319 1.6435 -2.0275
N -1.0049 1.7265 -0.8864
H -1.0141 5.2467 1.3731
H -0.1252 6.0172 4.0269
H 1.1413 5.0567 5.9285
H 2.0597 2.7755 5.8205
H 1.7354 1.3605 3.8230
H -1.8667 4.9621 -1.0322
H -1.7323 0.7219 -2.5857
Cl 4.0189 2.7436 1.4785
Ge 3.8762 1.1119 0.1367
Cl 2.4309 -0.3929 1.1563
Cl 5.7018 0.0543 0.1004
N -2.8061 -1.2277 0.2104
C -2.3710 -1.3628 1.4955
C -3.1625 -2.0198 2.4468
C -2.7383 -2.0828 3.7461
C -1.5189 -1.4989 4.1142
C -0.7901 -0.8917 3.1407
N -1.1918 -0.8157 1.8403
H -3.6060 -1.7596 -0.0779
H -2.1495 -0.9978 -0.5108
H -4.0988 -2.4716 2.1377
H -3.3475 -2.5900 4.4887
H -1.1597 -1.5228 5.1350
H 0.1608 -0.4359 3.3724
*
```

HOMO-LUMO gap (spin up / spin down) (eV): 8.130 / 5.012
Expectation value of S²: 0.75
E_HOMO (spin up / spin down) (eV): -13.6 / -13.6

Formula: C27H31Cl2N2O8S4Si2W
Source: the OMol25 dataset
Level of theory: ωB97M-V with the def2-TZVPD basis set

Structure (ORCA input):
```
! wB97M-V def2-TZVPD RIJCOSX def2/J DEFGRID3
* xyz -1 3
W -0.2772 -0.0291 0.4094
S 1.6772 -1.1836 1.3951
C 0.8552 -0.7652 2.8553
N -0.2789 -0.1406 2.6123
C -0.9222 0.2989 3.7632
C -2.1494 0.9441 3.8481
C -2.6408 1.2331 5.1037
C -1.9390 0.8841 6.2604
C -0.7237 0.2320 6.1811
C -0.2227 -0.0491 4.9177
S 1.2510 -0.8971 4.5180
H -2.6924 1.1857 2.9467
H -3.6010 1.7244 5.1922
H -2.3544 1.1180 7.2321
H -0.1853 -0.0601 7.0729
C 1.1176 -4.2934 -2.2983
Si 0.2246 -3.2427 -1.0032
C 0.5820 -4.0882 0.6252
C -1.5696 -3.5759 -1.4898
C 0.6496 -1.3586 -1.2226
C -0.4376 -0.9542 -2.1598
C -0.6364 -1.1438 -3.5224
C -1.8326 -0.7216 -4.0718
C -2.7984 -0.1063 -3.2803
C -2.5291 0.0977 -1.9443
N -1.3795 -0.3461 -1.4318
Si 2.3990 -0.8190 -1.8721
C 2.2655 0.0044 -3.5614
C 3.3921 0.3618 -0.8009
C 3.5979 -2.2452 -2.1578
H 0.5799 -5.2465 -2.3265
H 2.1565 -4.5092 -2.0566
H 1.0699 -3.8692 -3.3049
H 0.2897 -5.1342 0.4812
H 0.0077 -3.6771 1.4546
H 1.6426 -4.0717 0.8806
H -1.8031 -4.5963 -1.1701
H -1.6795 -3.5508 -2.5766
H -2.3134 -2.9159 -1.0501
H 0.1203 -1.6295 -4.1198
H -2.0205 -0.8715 -5.1278
H -3.7334 0.2368 -3.6977
H -3.1988 0.5978 -1.2626
H 1.4564 0.7264 -3.6592
H 2.1895 -0.7309 -4.3672
H 3.2054 0.5424 -3.7149
H 2.8253 1.1875 -0.3819
H 4.1615 0.7693 -1.4660
H 3.9016 -0.1549 0.0125
H 3.2918 -2.9348 -2.9414
H 3.8064 -2.8139 -1.2475
H 4.5376 -1.7813 -2.4746
O 0.2213 3.3216 3.0575
S 0.4104 2.7356 1.7627
O 1.5705 1.8809 1.5784
O -0.7986 1.9998 1.2683
C 0.6413 4.1041 0.6385
C 1.0595 5.2953 1.2140
C 1.3891 6.3845 0.4217
C 1.3052 6.2877 -0.9563
C 0.8738 5.1061 -1.5396
C 0.5360 4.0151 -0.7527
S -0.1490 2.6127 -1.6114
O 0.2813 2.7245 -2.9800
O 0.5526 1.4300 -0.9602
O -1.5638 2.6296 -1.3613
H 1.1225 5.3503 2.2916
H 1.7107 7.3074 0.8872
H 1.5667 7.1315 -1.5818
H 0.7858 5.0110 -2.6130
Cl -2.4894 -2.6702 3.8141
C -3.4476 -2.2467 1.4969
Cl -5.0977 -1.8456 1.7021
C -2.5458 -1.2412 1.0849
O -2.7616 -0.0182 0.9213
O -1.2923 -1.6580 0.8702
H -3.2154 -3.2845 1.3465
*
```

Energy above the lowest of the compared OMol25 structures with the same formula, charge and spin (kcal per mole): 33.6
HOMO-LUMO gap (spin up / spin down) (eV): 6.135 / 7.329
Expectation value of S²: 2.01
E_HOMO (spin up / spin down) (eV): -4.5 / -5.7